Arrangement 1

Entry from the Open Molecules 2025 dataset: an isolated molecule of C3H8N2S2 (ωB97M-V/def2-TZVPD).

Positions of all 15 atoms, in Å:
C -1.01 -0.46 0.93
C 0.50 2.69 -0.42
H 1.97 0.90 0.10
S 1.85 -1.46 -0.12
N -0.31 1.75 0.36
H 1.18 3.24 0.20
H 1.33 -1.65 -1.38
H -0.58 -1.37 1.28
H -1.50 0.07 1.75
S -2.18 -0.85 -0.40
H -0.07 3.54 -0.86
H 1.05 2.24 -1.27
H -2.44 0.42 -0.75
N 1.35 0.11 0.16
C 0.03 0.52 0.43

Output
2S+1 = 1
LUMO = 0.68 eV
net charge = 0

=====

Arrangement 2

Entry from the Open Molecules 2025 dataset: an isolated molecule of C3H8N2S2 (ωB97M-V/def2-TZVPD).

Positions of all 15 atoms, in Å:
H -1.25 -0.26 -1.58
N 0.43 1.49 -0.15
H 0.82 -2.24 -1.02
H -2.28 -1.53 0.66
H -1.72 1.29 -1.06
N 1.68 1.68 0.25
S 1.64 -1.57 -0.24
C 0.42 -0.75 0.76
S -2.89 -0.37 0.16
C -1.51 0.31 -0.73
C -0.25 0.44 0.04
H 2.05 2.55 -0.09
H 2.33 0.83 0.30
H 0.93 -0.40 1.65
H -0.39 -1.46 1.03

Output
2S+1 = 1
LUMO = 0.60 eV
net charge = 0

=====

Quick look at relative energies in hartree: arrangement 1 0.0000; arrangement 2 0.0236.

=====

Arrangement 1

Entry from the Open Molecules 2025 dataset: an isolated molecule of C3H8N2S (ωB97M-V/def2-TZVPD).

Positions of all 14 atoms, in Å:
C -1.13 -0.93 -1.06
C -0.12 -0.81 0.11
S -0.82 -0.84 1.74
H 2.48 1.76 -0.75
H -1.67 -0.04 -1.40
C 0.80 0.36 -0.10
H -0.61 -1.22 -2.01
H -1.68 0.13 1.46
H 1.86 2.24 -2.21
N 1.56 2.07 -1.25
H 1.56 0.43 0.63
H 0.40 -1.80 0.16
N 0.62 1.08 -1.09
H -1.78 -1.87 -1.00

Output
2S+1 = 1
LUMO = 0.95 eV
net charge = 0

=====

Arrangement 2

Entry from the Open Molecules 2025 dataset: C3H8N2S as an isolated structure (ωB97M-V/def2-TZVPD).

Positions of all 14 atoms, in Å:
H -1.35 0.18 1.42
S -1.25 -0.36 -0.89
C 0.27 1.52 -0.19
H 1.17 -1.83 -0.97
H -3.34 -0.24 0.53
N 0.26 0.02 -0.28
H 1.22 1.76 -0.93
N 2.58 -0.55 0.20
H 3.22 -1.38 -0.40
H -0.80 2.09 -0.57
C -2.10 -0.61 0.61
H 0.73 2.08 0.88
H -2.01 -1.88 1.05
C 1.40 -0.80 -0.44

Output
2S+1 = 1
LUMO = 0.67 eV
net charge = 0

=====

Quick look at relative energies in hartree: arrangement 1 0.0000; arrangement 2 0.1467.

=====

Arrangement 1

Entry from the Open Molecules 2025 dataset: a 2-piece molecular cluster, C3H8N2S overall (ωB97M-V/def2-TZVPD).

Positions of all 14 atoms, in Å:
H -0.80 -3.17 1.79
S 0.31 0.44 -0.15
H -0.48 2.47 1.03
N -0.11 0.84 -1.62
H 0.42 1.29 1.89
H 1.41 2.28 0.89
C -0.19 -3.58 0.96
H -0.43 2.00 -3.18
C 0.40 1.89 1.00
H 0.03 -4.65 0.83
H -0.05 -1.90 0.11
N 0.23 -2.83 0.04
H -0.38 2.95 -1.47
C -0.35 1.98 -2.12

Output
2S+1 = 1
LUMO = 0.84 eV
net charge = 0

=====

Arrangement 2

Entry from the Open Molecules 2025 dataset: an isolated molecule of C3H8N2S (ωB97M-V/def2-TZVPD).

Positions of all 14 atoms, in Å:
H 0.54 -0.08 -1.94
C 1.08 0.27 1.38
H 1.91 1.61 -1.51
C 1.18 0.55 -0.09
H -2.12 0.00 0.45
H 1.40 -0.75 1.62
H 1.68 1.00 1.91
N 0.45 -0.27 -0.95
H 0.03 0.37 1.72
H -2.51 -0.33 -1.27
N 1.93 1.51 -0.49
H -2.85 -1.56 -0.03
S -0.54 -1.57 -0.51
C -2.16 -0.77 -0.30

Output
2S+1 = 1
LUMO = 0.82 eV
net charge = 0

=====

Quick look at relative energies in hartree: arrangement 1 0.0854; arrangement 2 0.0000.

=====

Arrangement 1

Entry from the Open Molecules 2025 dataset: an isolated molecule of C4H10N4O (ωB97M-V/def2-TZVPD).

Positions of all 19 atoms, in Å:
N 0.47 -1.50 1.72
O 1.26 1.49 1.87
H -3.06 0.10 -1.85
N -0.66 -1.64 -0.37
C 0.08 0.65 -1.41
C 0.76 0.21 -0.14
H 0.81 1.14 -1.94
H -2.37 -0.84 -0.60
C 1.54 1.24 0.48
H 2.73 1.02 0.55
H -0.95 -2.64 -0.02
N -1.14 0.46 -1.95
H 1.13 2.17 -0.28
H 1.32 -0.85 2.20
H 0.57 2.13 1.87
C 0.17 -0.90 0.47
N -2.28 0.10 -1.20
H 0.07 -1.79 -1.31
H -0.42 -1.61 2.58

Output
2S+1 = 1
LUMO = 0.52 eV
net charge = 0

=====

Arrangement 2

Entry from the Open Molecules 2025 dataset: a 2-piece molecular cluster, C4H10N4O overall (ωB97M-V/def2-TZVPD).

Positions of all 19 atoms, in Å:
N 0.50 0.42 0.08
H -2.78 -0.71 0.35
H 2.76 1.01 -1.17
N -1.77 0.78 1.85
C 1.29 -0.39 -0.47
H 3.42 -0.57 -0.68
N 0.02 -2.33 0.37
C -2.03 1.05 0.53
O -2.71 0.11 -0.15
N -1.49 2.06 -0.07
H -1.41 -0.15 2.03
H -1.85 2.19 -1.00
C 0.97 -1.86 -0.31
H 1.63 -2.57 -0.82
H -0.52 -1.56 0.76
H -1.17 1.48 2.27
H 2.55 -0.42 -2.20
C 2.58 -0.06 -1.17
H 0.01 1.53 -0.21

Output
2S+1 = 1
LUMO = 0.58 eV
net charge = 0

=====

Arrangement 3

Entry from the Open Molecules 2025 dataset: a 2-piece molecular cluster, C4H10N4O overall (ωB97M-V/def2-TZVPD).

Positions of all 19 atoms, in Å:
H 0.95 -2.29 -1.04
N -1.35 -2.23 -0.25
H 0.35 2.51 2.12
N -1.52 -0.27 -1.43
H 1.58 1.92 -1.50
H 0.91 -0.97 -2.09
C -0.79 -1.22 -1.01
H -0.76 -2.57 0.50
H -0.96 1.40 2.62
C 0.50 0.56 1.30
H -0.90 2.08 0.97
O 0.49 -0.55 1.78
N 0.57 -1.38 -1.24
H 2.26 0.28 0.03
H -1.04 0.39 -2.03
C -0.32 1.71 1.80
N 0.97 1.76 -0.70
H -2.28 -1.99 0.07
C 1.35 0.88 0.11

Output
2S+1 = 1
LUMO = 0.39 eV
net charge = 0

=====

Arrangement 4

Entry from the Open Molecules 2025 dataset: a 2-piece molecular cluster, C4H10N4O overall (ωB97M-V/def2-TZVPD).

Positions of all 19 atoms, in Å:
H 0.71 1.06 2.89
H -0.48 2.32 -0.25
C 0.88 1.16 0.76
C 0.52 -1.02 -1.24
N -0.43 1.59 0.45
N 0.88 -1.83 -0.31
H 1.90 -1.97 -0.36
H 0.34 -0.46 2.06
H -1.36 -1.16 0.52
C 1.00 0.41 2.05
H 2.03 0.08 2.19
C -1.00 -0.52 -1.33
H 1.18 -0.64 -2.03
H -2.81 -0.81 -0.55
H -0.72 -0.01 -3.17
H -1.14 1.60 1.17
N -1.46 -0.27 -2.51
O 1.81 1.48 0.04
N -1.84 -1.02 -0.36

Output
2S+1 = 1
LUMO = 0.72 eV
net charge = 0

=====

Quick look at relative energies in hartree: arrangement 1 0.2095; arrangement 2 0.0688; arrangement 3 0.0000; arrangement 4 0.0040.

=====

Arrangement 1

Entry from the Open Molecules 2025 dataset: a 10-piece molecular cluster, H20O10 overall (ωB97M-V/def2-TZVPD).

Positions of all 30 atoms, in Å:
H 2.14 0.08 1.47
H 3.23 -1.06 0.20
H -0.45 0.06 -0.73
H -1.12 -4.08 -1.33
H -4.35 -1.32 -0.88
O -5.18 -1.76 -1.03
O -2.20 1.85 2.45
O -2.06 -4.12 -1.72
H 1.73 -1.02 2.46
H 3.70 2.25 -0.81
O -3.64 4.22 -0.20
H 3.93 1.62 0.49
O 2.99 -0.94 -0.74
O 1.77 -0.83 1.52
H 1.92 -3.81 1.62
H -2.79 3.75 0.16
H 2.06 4.42 -2.26
O 2.18 -3.26 0.84
O 4.07 1.47 -0.51
H -1.61 1.34 1.95
O -0.53 -0.72 -0.09
H 1.62 3.24 -1.65
H 3.07 -3.52 0.74
H -2.46 -3.43 -1.15
H -5.74 -0.90 -1.19
O 2.28 3.47 -2.23
H 2.64 -1.87 -0.88
H 0.01 -0.35 0.60
H -4.26 3.91 0.47
H -3.00 1.31 2.45

Output
2S+1 = 1
LUMO = -0.44 eV
net charge = 0

=====

Arrangement 2

Entry from the Open Molecules 2025 dataset: a 10-piece molecular cluster, H20O10 overall (ωB97M-V/def2-TZVPD).

Positions of all 30 atoms, in Å:
O -2.19 -1.11 -2.36
H -0.55 -2.11 1.43
H -1.76 -2.78 0.91
H 2.89 -2.72 0.34
H 0.21 2.43 -1.97
O 1.58 2.03 1.47
H 4.30 0.36 -0.83
O -0.85 -2.62 0.66
H -2.08 -0.15 -2.34
H -2.93 -1.10 3.06
O 2.29 -2.30 0.96
H -2.77 0.01 2.03
O 4.15 0.31 -1.78
H 0.18 -1.95 -1.57
H 2.02 1.84 2.30
O -2.67 3.26 1.80
O 1.03 2.58 -1.47
H -1.05 -0.18 0.09
O 1.15 -1.93 -1.60
H 3.41 0.92 -1.93
H -1.91 2.70 1.98
H 1.82 1.68 0.61
H -3.33 2.61 1.53
O -2.30 -0.73 2.45
H 1.53 -2.24 0.35
O -1.53 0.63 -0.10
H 1.09 3.48 -1.16
H 1.32 -2.71 -2.15
H -1.17 1.30 0.49
H -1.89 -1.52 -3.19

Output
2S+1 = 1
LUMO = 0.10 eV
net charge = 0

=====

Quick look at relative energies in hartree: arrangement 1 0.0690; arrangement 2 0.0000.

=====

Arrangement 1

Entry from the Open Molecules 2025 dataset: a 10-piece molecular cluster, H20O10 overall (ωB97M-V/def2-TZVPD).

Positions of all 30 atoms, in Å:
H 0.15 0.47 -5.22
H -0.40 2.01 -3.00
H -0.35 -1.36 3.87
H -0.68 1.54 1.30
O -0.23 2.14 1.93
O 2.29 1.63 0.46
H -1.04 -0.02 3.39
H -1.45 -1.87 -1.57
H -1.25 -3.13 -2.50
H -3.14 -2.80 1.00
H -2.13 -1.88 1.67
H -1.60 0.43 -0.89
O 0.22 0.26 -4.28
O 1.94 -1.07 -0.25
H 2.10 0.67 0.33
O -1.09 -0.99 3.38
H 3.20 1.64 0.10
H -0.45 -0.38 -4.02
O -1.35 -0.27 -0.22
O 2.99 1.65 3.35
H 2.06 1.47 3.57
O -2.23 -2.51 0.92
O -1.14 -2.16 -2.42
H 2.21 -1.37 -1.12
H 2.92 1.77 2.42
H 1.02 -1.39 -0.06
H -2.15 -0.82 -0.11
H 0.70 2.19 1.61
O -0.89 1.97 -2.16
H -0.21 2.19 -1.49

Output
2S+1 = 1
LUMO = 0.23 eV
net charge = 0

=====

Arrangement 2

Entry from the Open Molecules 2025 dataset: a 10-piece molecular cluster, H20O10 overall (ωB97M-V/def2-TZVPD).

Positions of all 30 atoms, in Å:
H -3.12 2.31 -0.33
H -2.28 -0.45 -2.12
O -1.84 0.33 2.11
H 0.40 0.40 -0.12
H 1.54 2.63 -0.13
H 1.66 0.25 -3.27
H 1.93 -1.66 -0.36
O -0.37 -0.16 -0.03
O 1.14 1.93 -0.64
O 2.86 -0.28 0.26
O 1.59 -2.50 -0.69
H -2.11 -1.94 -1.91
H -0.87 -2.74 1.44
O -1.81 -2.57 1.47
H -1.58 1.18 2.48
H -1.87 2.26 0.52
O -2.44 2.87 0.05
O -1.77 -1.20 -2.42
H -1.12 0.10 1.52
O 1.42 0.50 2.51
H 2.03 1.08 2.96
H 2.70 0.35 -0.44
O 0.79 -0.12 -3.43
H 0.66 -0.75 -2.73
H -0.58 -0.42 -0.93
H 0.68 2.37 -1.35
H 0.56 0.76 2.83
H 1.32 -2.97 0.10
H -1.88 -1.64 1.66
H 2.37 0.07 1.01

Output
2S+1 = 1
LUMO = -0.41 eV
net charge = 0

=====

Quick look at relative energies in hartree: arrangement 1 0.0000; arrangement 2 0.0210.

=====

Arrangement 1

Entry from the Open Molecules 2025 dataset: a 10-piece molecular cluster, H20O10 overall (ωB97M-V/def2-TZVPD).

Positions of all 30 atoms, in Å:
O -2.68 -1.81 -1.65
H 1.95 -3.10 0.08
H 1.08 -1.94 -2.25
H 1.35 1.40 3.41
H 0.15 2.78 1.96
O -5.48 1.80 0.92
H -4.73 1.43 1.41
O 3.81 0.07 -0.18
H 0.95 4.18 -2.35
O -0.15 1.96 2.08
O -0.92 0.63 -0.79
H 2.20 1.03 2.17
H 0.55 -2.50 1.17
O 2.23 1.12 3.17
H 3.22 0.59 0.29
H 1.53 4.93 -3.62
O 1.73 4.56 -2.72
H 1.40 -4.43 -0.56
H -0.45 0.20 -1.42
H -3.25 -2.52 -2.00
H -3.14 -1.02 -1.50
H 0.52 1.39 1.71
H -6.19 1.38 1.51
O 1.18 -3.50 -0.23
H 4.32 -0.31 0.56
O -0.27 -2.65 0.82
H -0.57 -3.23 1.54
H -1.83 0.79 -1.14
O 0.60 -1.47 -1.64
H 0.89 -1.77 -0.74

Output
2S+1 = 1
LUMO = 0.03 eV
net charge = 0

=====

Arrangement 2

Entry from the Open Molecules 2025 dataset: H20O10 as an isolated structure (ωB97M-V/def2-TZVPD).

Positions of all 30 atoms, in Å:
H -2.83 0.66 -0.42
O -1.20 3.04 -0.77
H -0.82 -1.11 1.35
H -0.92 2.37 -1.47
H -3.65 1.77 0.03
O 1.24 -2.75 1.29
O -0.74 1.66 2.97
O 0.87 -1.91 -1.28
O 0.18 -0.10 0.20
H 0.43 1.53 -3.06
H -0.03 -1.87 -1.45
H -2.24 -0.45 1.44
H 1.18 -2.56 -1.88
H -0.52 0.49 -3.42
O -2.97 1.19 0.38
H -1.12 0.83 2.48
H 1.93 -0.01 2.28
H 1.60 -3.60 1.33
H 0.59 -0.95 -0.20
O -0.20 0.86 -2.63
O 2.61 -0.73 -2.40
H -0.05 0.45 -0.66
H 2.38 0.24 -2.28
O 2.02 0.72 2.78
H 2.79 1.19 2.13
H 1.81 -1.43 -2.01
H 0.19 1.32 3.18
O -1.66 -1.00 1.88
H -1.75 2.50 -0.19
H 0.88 -2.38 0.41

Output
2S+1 = 1
LUMO = -1.02 eV
net charge = 0

=====

Quick look at relative energies in hartree: arrangement 1 0.0025; arrangement 2 0.0000.

=====

Arrangement 1

Entry from the Open Molecules 2025 dataset: a 10-piece molecular cluster, H20O10 overall (ωB97M-V/def2-TZVPD).

Positions of all 30 atoms, in Å:
H 4.33 -1.31 -1.22
O 3.45 -1.18 -0.84
H 0.86 -0.09 0.06
H -0.67 2.32 -3.17
O 0.10 -0.69 0.16
H -4.59 -2.29 0.55
O 2.17 0.35 -2.88
O 0.00 2.35 2.49
H 0.25 -1.52 1.92
H -0.23 -2.98 1.86
H 3.10 0.78 1.13
H 0.56 1.99 3.18
O -2.41 0.65 -0.62
H 2.96 1.50 -0.21
O 2.45 1.16 0.53
O -2.47 -0.98 2.29
H 3.09 -0.40 -1.31
H -0.76 0.81 -2.95
H -2.02 1.53 -0.75
H -3.25 0.82 -0.17
H -1.58 -1.33 2.53
O -0.34 1.61 -2.61
O -0.02 -2.27 2.49
H -2.29 -0.37 1.56
H 0.52 2.26 1.68
O -3.75 -2.48 0.13
H -0.57 -0.35 -0.46
H 2.81 0.95 -3.28
H 1.47 0.94 -2.52
H -3.16 -1.78 0.43

Output
2S+1 = 1
LUMO = -0.26 eV
net charge = 0

=====

Arrangement 2

Entry from the Open Molecules 2025 dataset: a 10-piece molecular cluster, H20O10 overall (ωB97M-V/def2-TZVPD).

Positions of all 30 atoms, in Å:
H 2.54 0.20 -1.01
H 3.08 1.44 -0.37
H -2.18 2.97 2.47
H 1.46 2.76 2.92
H -1.04 2.37 -3.00
O -1.95 -2.71 -0.30
H 0.16 0.55 -1.07
O -1.83 1.87 -2.84
O -0.67 0.07 -1.08
H 2.30 -2.27 0.91
H -0.33 -0.82 -1.16
H 0.31 3.57 2.25
O 2.97 -1.61 0.70
H -1.88 -3.61 -0.01
H -1.09 -2.46 -3.03
H -1.62 1.05 -2.39
H -0.38 2.23 -0.54
O 0.59 2.66 2.52
O -2.41 2.90 1.48
H -1.42 -2.23 -0.90
O 0.42 2.32 -0.04
H 3.72 -2.12 1.03
H -2.22 1.99 1.25
H 0.17 -3.34 -2.48
H -0.89 -2.15 2.86
H 0.51 2.19 0.93
H -0.81 -3.14 1.76
O 3.25 0.83 -1.08
O -0.35 -2.54 -2.41
O -0.42 -2.99 2.64

Output
2S+1 = 1
LUMO = -0.08 eV
net charge = 0

=====

Arrangement 3

Entry from the Open Molecules 2025 dataset: a 10-piece molecular cluster, H20O10 overall (ωB97M-V/def2-TZVPD).

Positions of all 30 atoms, in Å:
H 2.01 -0.22 2.86
H 0.01 1.17 -4.39
H -2.30 2.04 1.71
O -3.75 -0.72 0.22
O 1.10 -3.10 4.64
H 1.99 0.37 -2.37
H 2.35 -0.96 -3.01
H -0.37 0.85 -1.06
O -1.33 0.82 -1.00
H -2.97 -1.09 0.64
O 0.04 4.33 -0.70
O 2.50 -0.01 -3.09
H 1.84 0.05 0.01
O -1.51 2.26 1.20
H -0.97 1.47 1.25
H -1.63 1.24 -1.81
O 0.79 -4.72 -1.06
O 1.19 -0.38 3.35
H 0.65 -2.72 3.88
H 0.54 5.06 -0.30
H -0.38 0.35 -3.17
O -0.73 1.00 -3.79
H -0.80 4.72 -0.95
H 1.49 -4.10 -0.83
H 0.68 -0.95 2.77
H 1.78 -2.45 4.86
H -4.14 -0.16 0.90
H 0.37 0.22 0.33
H 0.37 -4.33 -1.84
O 1.21 -0.03 0.73

Output
2S+1 = 1
LUMO = -0.70 eV
net charge = 0

=====

Quick look at relative energies in hartree: arrangement 1 0.0000; arrangement 2 0.0549; arrangement 3 0.0659.